The following is a DFT calculation (wB97M-V/def2-TZVPD) of C26H49NdO4P as an isolated structure.

The geometry in XYZ format:
```
81
Properties=species:S:1:pos:R:3:forces:R:3
Nd 0.1201 0.9265 0.6507 -0.09 0.64 0.05
C 1.9024 3.2374 2.3750 0.20 0.01 -0.22
C 1.3639 2.3200 3.4340 -0.20 -0.13 0.15
O 0.1199 1.7197 2.9783 0.03 0.05 -0.21
C -1.1412 2.2874 3.4314 0.24 -0.11 0.16
C -1.7369 3.1490 2.3560 -0.18 -0.01 -0.11
O -1.8329 2.3377 1.1558 0.06 -0.10 -0.05
C -2.3177 3.0635 -0.0073 -0.12 -0.08 0.27
C -1.2210 3.9412 -0.5632 0.15 0.02 -0.12
O 0.0170 3.1911 -0.5003 0.03 -0.12 -0.02
C 1.1895 4.0407 -0.5309 -0.15 0.02 -0.16
C 2.3499 3.2179 -0.0353 0.13 -0.12 0.23
O 1.9521 2.4670 1.1427 0.03 -0.11 -0.06
H 2.9139 3.5605 2.6277 -0.01 0.02 0.01
H 1.2719 4.1152 2.2242 -0.02 0.01 0.04
H 1.1993 2.8491 4.3723 0.02 0.01 -0.01
H 2.0439 1.4902 3.6248 0.03 0.01 -0.02
H -0.9802 2.8619 4.3435 -0.02 0.00 0.00
H -1.7857 1.4410 3.6668 -0.03 0.00 -0.03
H -1.1231 4.0266 2.1441 0.01 0.02 0.05
H -2.7385 3.4717 2.6471 0.01 0.02 -0.02
H -3.1941 3.6501 0.2713 0.02 0.04 -0.03
H -2.6409 2.3043 -0.7141 -0.02 0.01 -0.04
H -1.0877 4.8569 0.0149 -0.06 0.00 0.02
H -1.4434 4.2173 -1.5954 0.01 0.02 0.01
H 0.9926 4.9098 0.0994 0.07 0.01 0.02
H 1.3809 4.3894 -1.5474 -0.01 0.01 0.00
H 3.2136 3.8414 0.1985 -0.01 0.03 -0.03
H 2.6659 2.4716 -0.7647 -0.02 0.01 -0.02
C -1.1692 -1.5405 2.6606 0.10 0.25 -0.10
C -2.2175 -1.8902 1.5897 -0.07 0.02 -0.05
C -1.8176 -3.1311 0.7757 -0.01 -0.01 0.04
C -0.3204 -3.1301 0.4116 -0.15 -0.09 -0.03
C 0.5285 -3.1324 1.7152 0.15 0.00 -0.05
C -0.2606 -2.7223 2.9570 -0.15 -0.09 0.12
P 0.0138 -1.6499 -0.6226 0.19 -0.09 0.37
C -1.3501 -1.3354 -1.7975 -0.08 0.03 -0.09
C -1.4826 -2.2038 -3.0490 0.12 -0.02 -0.02
C -2.8040 -1.8683 -3.7651 -0.01 -0.05 0.00
C -3.2081 -0.3929 -3.6012 -0.09 0.01 0.03
C -1.9849 0.5061 -3.4664 0.09 -0.02 -0.04
C -1.2124 0.1544 -2.1833 -0.03 0.08 0.08
C 1.5365 -1.6882 -1.6794 0.03 0.11 -0.06
C 2.4082 -0.4732 -1.3250 0.02 0.11 0.03
C 3.1630 -0.6495 -0.0165 -0.03 -0.05 0.10
C 4.0471 -1.8994 -0.0875 0.06 0.07 -0.07
C 3.2583 -3.1510 -0.4683 -0.02 -0.06 0.08
C 2.3988 -2.9586 -1.7144 0.00 0.03 -0.05
H -1.6312 -1.1377 3.5625 -0.06 -0.12 0.03
H -0.5063 -0.6988 2.3326 0.04 -0.14 0.02
H -2.4103 -1.0320 0.9233 0.06 0.01 0.00
H -3.1802 -2.0658 2.0707 0.02 -0.08 0.01
H -2.4494 -3.2379 -0.1059 0.01 0.02 0.00
H -2.0073 -4.0250 1.3717 0.01 0.00 0.00
H -0.0915 -4.0158 -0.1839 -0.02 -0.01 0.01
H 1.3922 -2.4668 1.6193 -0.06 0.05 0.01
H 0.9582 -4.1239 1.8589 -0.06 -0.02 0.03
H 0.4202 -2.5026 3.7792 0.03 0.02 -0.03
H -0.8861 -3.5465 3.3065 0.01 0.00 -0.01
H -2.2678 -1.4436 -1.2150 -0.03 0.00 -0.03
H -1.4421 -3.2657 -2.7995 -0.03 0.00 0.02
H -0.6336 -2.0167 -3.7124 -0.03 0.01 -0.02
H -3.5979 -2.5074 -3.3769 -0.01 0.02 0.00
H -2.7060 -2.1168 -4.8217 0.03 0.02 0.00
H -3.8473 -0.2705 -2.7194 0.03 0.01 0.01
H -3.8158 -0.0753 -4.4469 0.02 0.00 -0.01
H -2.2524 1.5645 -3.4755 -0.03 -0.01 0.02
H -1.3194 0.3590 -4.3203 -0.03 -0.02 -0.01
H -1.6225 0.7606 -1.3461 -0.03 -0.04 -0.05
H -0.1565 0.4437 -2.3088 -0.02 -0.02 -0.05
H 1.1287 -1.5302 -2.6809 0.04 -0.04 -0.02
H 1.8162 0.4675 -1.3085 -0.18 0.03 -0.12
H 3.1159 -0.2892 -2.1394 0.06 -0.06 0.05
H 2.4489 -0.7708 0.8303 -0.02 -0.01 -0.02
H 3.7616 0.2354 0.2115 0.04 -0.03 -0.01
H 4.5730 -2.0487 0.8551 -0.03 -0.01 0.02
H 4.8186 -1.7042 -0.8389 -0.01 -0.03 0.00
H 2.6362 -3.4600 0.3722 0.01 0.00 -0.02
H 3.9481 -3.9786 -0.6328 0.02 0.02 -0.04
H 1.7786 -3.8363 -1.9036 -0.01 0.00 0.04
H 3.0470 -2.8639 -2.5912 0.02 0.00 0.02
```
Forces are in eV/Å.

* net charge: +3
* energy: -2222.90260 Ha
* HOMO (alpha / beta): -17.6 / -17.6 eV
* 2S+1: 4
* LUMO (alpha / beta): -10.351 / -8.780 eV

These are the Mulliken partial charges, in e, on atoms 1 to 5: 0.80 -0.39 -0.81 -0.11 -0.70